Molecular formula: C5H10N2S
Method: DFT, ωB97M-V/def2-TZVPD

The geometry in XYZ format:
```
18
Properties=species:S:1:pos:R:3:forces:R:3
C -0.227211 0.916395 1.663057 -0.3 -0.2 -0.5
C -0.663966 0.388096 0.507798 0.2 -0.2 0.1
C -1.466911 -0.899391 0.428865 0.0 0.2 0.1
C -0.887943 -1.911399 -0.557713 0.5 0.0 0.0
N -0.535382 1.060707 -0.726426 -0.1 -0.1 0.4
C 0.545527 1.470288 -1.233217 -0.1 0.0 0.0
N 1.864252 1.222169 -0.893393 0.5 0.3 -0.2
S 2.517086 -0.167165 -0.173186 -0.2 0.1 -0.1
H -0.457635 0.427988 2.605093 0.1 0.1 -0.1
H 0.277769 1.875346 1.660777 0.0 -0.1 0.1
H -2.472566 -0.644806 0.069666 0.1 0.1 0.2
H -1.559981 -1.336779 1.440021 0.0 0.2 -0.5
H 0.133208 -2.208427 -0.261058 -0.4 0.0 -0.2
H -1.525713 -2.795217 -0.588339 0.1 0.0 0.0
H -0.836398 -1.485995 -1.573084 0.0 -0.1 0.4
H 0.472960 2.154343 -2.079789 0.0 0.0 0.0
H 2.546567 1.784648 -1.396469 -0.3 -0.3 0.3
H 2.276338 0.149199 1.107396 0.0 0.0 0.2
```
Positions in Å, forces in eV/Å.

LUMO   0.66 eV
Charge   0
Gap between HOMO and LUMO   9.0 eV
SMILES string   C=C(CC)/N=C\NS
Calculated total energy   -19161.3397 eV


Molecular formula: C5H10N2S
Method: DFT, ωB97M-V/def2-TZVPD

The geometry in XYZ format:
```
18
Properties=species:S:1:pos:R:3:forces:R:3
C -0.889985 -1.230052 -1.191612 -2.4 0.0 -1.6
C -0.358766 -0.407311 -0.399894 5.2 1.7 4.5
C -0.614176 1.076486 -0.082506 1.1 -1.7 0.8
C -1.925903 1.020701 0.758433 0.7 3.3 1.0
N 0.549353 1.579910 0.688454 1.2 0.6 0.2
S 0.976436 0.302373 1.743722 0.3 0.5 -0.1
N 0.919164 -0.942480 0.620250 -3.0 0.6 -3.4
C 2.127536 -1.170629 -0.172974 1.8 -2.4 -0.2
H -0.550185 -2.185807 -1.311874 0.6 -2.4 -0.2
H -1.805466 -0.902865 -1.644204 -0.2 -0.1 -0.8
H -0.538679 1.599930 -1.031588 -1.0 0.3 0.0
H -2.537142 1.843828 0.423562 -0.6 0.3 -0.4
H -1.843055 1.307508 1.879026 0.5 -1.1 -1.8
H -2.432045 0.123964 0.551414 -0.7 -1.1 0.3
H 1.406572 1.985139 0.182795 -2.1 -1.1 0.5
H 2.705929 -0.247514 -0.466575 -0.7 -0.9 0.1
H 2.748583 -1.789013 0.561787 -0.2 1.0 -1.1
H 2.061829 -1.964168 -1.108215 -0.5 2.3 2.2
```
Positions in Å, forces in eV/Å.

LUMO   0.87 eV
Charge   0
Gap between HOMO and LUMO   9.3 eV
SMILES string   C=C1[C@@H](C)NSN1C
Calculated total energy   -19159.0678 eV


Molecular formula: C5H10N2S
Method: DFT, ωB97M-V/def2-TZVPD

The geometry in XYZ format:
```
18
Properties=species:S:1:pos:R:3:forces:R:3
N -2.717721 0.987415 -1.207561 -0.6 -0.3 -0.5
N -1.781441 1.703757 -0.566141 1.0 -1.2 1.1
C -0.737540 1.032851 -0.222528 0.6 -0.7 -0.9
C -0.331861 -0.405537 -0.759261 -0.6 1.9 0.1
C 1.138299 -0.809091 -0.547488 0.2 -0.5 0.3
C 1.629668 -0.835076 0.915194 1.3 0.1 0.2
C 0.966435 0.296255 1.698829 -0.4 -0.2 0.9
S 0.483844 1.783013 0.765490 0.8 0.5 0.4
H -2.519599 0.093073 -1.625183 0.0 0.1 -0.1
H -3.537511 1.477126 -1.488374 -0.1 0.3 -0.2
H -1.051731 -1.083931 -0.308464 0.0 -0.5 -0.2
H -0.496679 -0.316913 -1.854110 -0.1 -0.4 0.5
H 1.261814 -1.839274 -0.939711 0.1 0.7 -0.3
H 1.785870 -0.076702 -1.073062 -0.4 -0.7 0.0
H 2.787023 -0.757167 0.942759 -1.8 0.2 -0.2
H 1.474400 -1.786304 1.467489 -0.4 0.4 -0.6
H 1.571917 0.563184 2.554251 0.5 0.7 -0.1
H 0.074812 -0.026678 2.247871 -0.2 -0.3 -0.6
```
Positions in Å, forces in eV/Å.

LUMO   0.90 eV
Charge   0
Gap between HOMO and LUMO   8.6 eV
SMILES string   N/N=C1\CCCCS1
Calculated total energy   -19161.1651 eV


Molecular formula: C5H10N2S
Method: DFT, ωB97M-V/def2-TZVPD

The geometry in XYZ format:
```
18
Properties=species:S:1:pos:R:3:forces:R:3
C -1.900280 -0.499817 -0.264144 0.6 -2.5 -5.1
C -0.425314 -0.120317 -0.010590 -0.9 1.8 2.1
C -0.241001 -0.089970 1.587493 1.0 3.8 -1.4
C -0.492869 1.557908 -0.134360 2.4 -0.8 -0.2
C 1.916097 -0.322367 -0.711548 5.1 -3.3 1.4
H -2.631615 0.121971 0.113049 -1.1 1.0 2.5
H -2.304258 -1.614129 -0.383140 1.4 2.2 0.8
H -2.111684 -0.046944 -1.291950 0.6 -1.2 0.3
H -0.910203 -0.594992 2.231065 -0.2 -1.1 0.4
H 0.817649 0.060265 1.881843 -0.8 -0.9 0.1
H -1.327312 1.996020 -0.715734 0.9 -0.5 -0.2
H 0.592955 1.951129 -0.419987 -2.7 -0.4 0.3
H 0.405077 -2.380823 -0.988036 1.3 5.1 0.8
H 1.806477 0.735227 -0.185814 1.4 -2.0 -1.5
H 3.850525 -0.585172 -0.709008 0.4 0.0 -0.2
N 0.698741 -0.805256 -0.728307 -4.5 -3.8 -0.7
N 3.084144 -1.219013 -0.915885 -5.4 4.8 0.8
S -0.827129 1.856277 1.645053 0.7 -2.3 -0.4
```
Positions in Å, forces in eV/Å.

LUMO   -0.80 eV
Charge   0
Gap between HOMO and LUMO   7.7 eV
Calculated total energy   -19155.7216 eV


Molecular formula: C5H10N2S
Method: DFT, ωB97M-V/def2-TZVPD

The geometry in XYZ format:
```
18
Properties=species:S:1:pos:R:3:forces:R:3
C 2.596316 -1.049387 -0.130914 -1.4 -1.4 -0.7
C 1.294911 -0.222046 -0.244364 2.4 2.6 -1.9
N 1.222740 0.842019 -1.016366 -1.6 -0.7 2.4
C -0.200325 1.335092 -0.731085 -1.1 0.3 -0.4
C -0.761360 0.677998 0.538018 2.4 -1.3 -1.8
C -2.265327 0.321942 0.557067 1.7 -0.2 -0.1
S -2.697916 -0.877307 -0.728616 3.0 -0.5 -1.0
N 0.131014 -0.585691 0.357799 -2.3 1.6 -0.2
H 3.077896 -1.064529 0.867173 -0.4 0.5 -0.5
H 3.369002 -0.811369 -0.938851 -1.4 -0.3 1.1
H 2.144149 -2.104399 -0.231709 1.3 1.1 -0.2
H -0.414660 2.373485 -0.468976 1.1 0.5 -1.2
H -0.874871 1.005364 -1.560216 0.6 0.5 0.4
H -0.387343 1.191223 1.471881 -0.7 -0.4 -0.8
H -2.332007 -0.132725 1.511140 -0.8 -0.6 1.0
H -2.906762 1.192260 0.563086 0.0 0.3 -0.3
H -1.126900 -1.193682 -1.064293 -3.6 0.6 0.9
H 0.131435 -0.898250 1.249234 0.9 -2.5 3.2
```
Positions in Å, forces in eV/Å.

LUMO   0.73 eV
Charge   0
Gap between HOMO and LUMO   9.6 eV
SMILES string   CC1=NC[C@@H](CS)N1
Calculated total energy   -19160.3771 eV


Molecular formula: C5H10N2S
Method: DFT, ωB97M-V/def2-TZVPD

The geometry in XYZ format:
```
18
Properties=species:S:1:pos:R:3:forces:R:3
C 1.646048 -1.338594 0.538089 1.0 -1.5 -2.7
C 1.256322 0.123309 0.041370 0.0 -1.9 0.7
S 1.578903 1.056337 1.525598 -1.5 0.2 1.5
C -0.161474 0.042178 -0.443850 -1.8 -1.2 0.2
N -0.399034 0.071662 -1.698327 0.4 0.9 0.7
C -1.803925 -0.211073 -1.920979 0.4 -2.1 1.1
C -2.446322 -0.032302 -0.593598 0.2 -4.0 1.5
N -1.391024 -0.487992 0.380079 2.0 1.8 -1.7
H 0.966648 -1.798447 1.274511 0.1 0.7 -0.3
H 1.769536 -2.139106 -0.306736 -0.6 1.6 1.1
H 2.657192 -1.285963 0.928492 0.0 0.1 0.4
H 1.907434 0.577170 -0.742809 -0.6 -0.8 0.4
H 0.758287 0.182271 2.274043 1.1 1.2 -0.5
H -2.312871 0.312443 -2.680229 -0.1 0.8 -1.1
H -1.907593 -1.293294 -2.103821 0.3 0.2 -0.6
H -2.723352 0.926762 -0.437768 -1.1 3.2 0.7
H -3.255162 -0.769942 -0.485673 -0.2 0.7 0.0
H -1.536058 -0.200089 1.371968 0.5 0.2 -1.4
```
Positions in Å, forces in eV/Å.

LUMO   0.77 eV
Charge   0
Gap between HOMO and LUMO   9.9 eV
SMILES string   C[C@H](S)C1=NCCN1
Calculated total energy   -19161.0483 eV


Molecular formula: C5H10N2S
Method: DFT, ωB97M-V/def2-TZVPD

The geometry in XYZ format:
```
18
Properties=species:S:1:pos:R:3:forces:R:3
C -2.006385 -0.601486 -2.411807 0.3 0.6 1.1
C -0.546265 -0.412102 -2.931864 -1.4 -1.0 0.3
C 0.399378 -0.239882 -1.765601 2.2 -0.1 -0.9
C 0.060769 0.030579 -0.514076 0.4 -0.4 0.2
N 0.961367 0.247665 0.578714 0.5 -0.3 -1.9
N 2.345852 0.222982 0.281198 -0.4 0.2 -0.4
C 0.600882 0.256120 1.848817 -0.2 0.5 1.5
S -0.868065 0.308660 2.565764 -0.2 -0.2 -0.3
H -2.397488 0.350489 -1.861245 0.6 -1.8 -1.0
H -1.958718 -1.472151 -1.697448 -0.4 0.9 -0.5
H -2.667923 -0.878651 -3.232557 -0.1 0.2 0.1
H -0.514262 0.478533 -3.575452 0.2 -0.3 0.0
H -0.362770 -1.347258 -3.567115 0.4 1.4 0.9
H 1.500366 -0.308545 -1.993231 -1.2 0.3 0.2
H -0.955283 -0.037556 -0.212390 -0.6 0.4 0.5
H 2.740580 -0.615723 0.678261 0.3 0.1 0.1
H 2.819299 1.088605 0.554914 -0.4 -0.6 0.1
H 1.484440 0.309795 2.481860 0.0 -0.1 0.1
```
Positions in Å, forces in eV/Å.

LUMO   0.55 eV
Charge   0
Gap between HOMO and LUMO   8.9 eV
SMILES string   CC/C=C/N(N)C=S
Calculated total energy   -19160.6940 eV


Molecular formula: C5H10N3
Method: DFT, ωB97M-V/def2-TZVPD

The geometry in XYZ format:
```
18
Properties=species:S:1:pos:R:3:forces:R:3
C -2.100628 0.885107 -0.408855 1.2 0.3 0.3
C -1.776189 -0.656152 -0.702379 -0.2 0.7 0.7
C -0.235482 -0.976699 -1.004584 -0.9 -1.1 -0.9
N 0.735956 -0.237868 -0.134901 5.2 -1.1 4.9
C 1.628619 -0.886995 0.812826 -0.3 2.5 -0.3
N 2.401377 0.142814 1.439602 -2.3 0.5 -2.3
C 2.017305 1.431411 0.884936 -3.2 -5.2 -2.5
N 1.027570 1.071164 -0.060171 1.2 2.7 1.0
H -1.602575 1.203204 0.583782 -0.8 -0.5 -1.5
H -3.210421 1.123086 -0.297199 1.5 -0.6 -0.4
H -1.601388 1.528261 -1.219751 -1.1 -0.8 1.1
H -2.383514 -0.970008 -1.616605 0.9 0.1 1.4
H -2.062384 -1.242447 0.248672 0.2 0.7 -1.7
H -0.081997 -2.092559 -0.752124 0.0 1.9 -0.3
H 0.045334 -0.881185 -2.119266 -0.3 0.4 1.9
H 1.699691 -2.004918 1.052294 -0.1 2.0 -0.4
H 3.115144 0.084974 2.176463 -0.5 -0.6 -0.5
H 2.383581 2.478809 1.117262 -0.5 -1.8 -0.3
```
Positions in Å, forces in eV/Å.

LUMO   -4.26 eV
Charge   +1
Gap between HOMO and LUMO   10.5 eV
SMILES string   CCCn1c[nH+]cn1
Calculated total energy   -9808.3544 eV


Energy relative to the best compared isomer or geometry (same formula, charge and spin) (computed, eV): 1.566, 3.838, 1.741, 7.184, 2.529, 1.857, 2.212, 3.394